1.
2 unconnected molecules or ions with the total composition C3H6ClNO, computed with wB97M-V/def2-TZVPD.

Summary:
HOMO level: -9.6 eV
Relative energy (zero: lowest compared OMol25 entry of this formula, charge and spin): 22.9 kcal per mole
SMILES: C1=NCCO1.Cl
E_LUMO: 0.77 eV
Strongest force on any atom: 0.710 eV Å⁻¹
Kohn-Sham gap: 10.32 eV
E_tot: -19267.77445 eV

The geometry in ORCA input format:
```
! RIJCOSX wB97M-V def2-TZVPD def2/J DEFGRID3
* xyz 0 1
H -0.904 2.439 -0.779
H -2.727 -1.074 -0.498
H -0.052 -0.459 1.575
C -0.345 1.570 -0.478
H 0.402 -1.292 -0.628
Cl -3.317 -0.065 0.028
O -0.079 1.458 0.834
C 0.595 0.209 0.993
H 1.839 -0.267 -0.778
C 0.795 -0.288 -0.461
N 0.061 0.675 -1.262
H 1.528 0.378 1.533
*
```

For reference, the natural (NBO) charges in units of e are: number 1, H, carries 0.19; number 2, H, carries 0.27; number 3, H, carries 0.18; number 4, C, carries 0.39; number 5, H, carries 0.20; number 6, Cl, carries -0.27; number 7, O, carries -0.49; number 8, C, carries -0.10; number 9, H, carries 0.20; number 10, C, carries -0.28; number 11, N, carries -0.48; number 12, H, carries 0.19

=====

2.
2 unconnected molecules or ions with the total composition CBrFN2O4, computed with wB97M-V/def2-TZVPD.

Summary:
HOMO level (alpha / beta): -8.7 / -11.5 eV
Relative energy (zero: lowest compared OMol25 entry of this formula, charge and spin): 0.0 kcal per mole
E_LUMO (alpha / beta): -0.76 / -3.44 eV
Strongest force on any atom: 5.328 eV Å⁻¹
Kohn-Sham gap (alpha / beta): 7.98 / 8.07 eV
<S²>: 2.01
E_tot: -84957.09600 eV

The geometry in ORCA input format:
```
! RIJCOSX wB97M-V def2-TZVPD def2/J DEFGRID3
* xyz 0 3
C -0.183 0.722 0.281
O -1.686 -0.745 -0.381
O 1.562 -1.340 1.240
F 0.476 1.799 -0.069
O -1.111 0.779 -1.805
N 1.247 -0.881 0.175
O 1.311 -1.156 -0.924
Br -0.527 0.589 2.219
N -1.088 0.234 -0.736
*
```

For reference, the natural (NBO) charges in units of e are: number 1, C, carries 0.43; number 2, O, carries -0.38; number 3, O, carries -0.27; number 4, F, carries -0.28; number 5, O, carries -0.35; number 6, N, carries 0.51; number 7, O, carries -0.20; number 8, Br, carries 0.14; number 9, N, carries 0.41

=====

3.
6 unconnected molecules or ions with the total composition C42H79BF9NO25P7S3, computed with wB97M-V/def2-TZVPD.

Summary:
HOMO level: -4.4 eV
E_LUMO: -1.83 eV
Strongest force on any atom: 9.992 eV Å⁻¹
Kohn-Sham gap: 2.60 eV
E_tot: -220129.47466 eV

The geometry in ORCA input format:
```
! RIJCOSX wB97M-V def2-TZVPD def2/J DEFGRID3
* xyz -1 1
O 7.002 2.439 2.723
C 2.323 -4.203 2.015
C -2.968 8.123 -1.980
H 3.849 3.852 -2.108
H -1.046 2.211 -11.075
C 2.314 6.788 -3.956
B -0.160 -0.132 -1.071
H -0.005 3.102 -9.929
H -5.721 7.282 -4.304
H 9.801 4.192 3.066
H -7.861 -7.503 2.486
H 3.755 -2.267 9.792
H -0.705 0.225 -9.735
H -2.436 7.178 -1.841
C 2.558 2.750 1.415
H 6.002 -5.435 7.800
O 5.182 -3.589 8.141
H 1.064 -0.264 0.605
H 5.395 0.110 0.592
H -6.540 8.769 -4.829
H 5.399 -3.332 4.333
H -3.310 3.644 0.593
H -8.168 -8.824 3.662
P -3.171 8.143 -4.702
C 5.868 6.595 3.289
C -0.371 -3.812 2.403
H 6.853 6.724 2.836
C 3.569 1.461 1.643
H 3.045 -3.901 9.985
C -3.212 -3.334 0.763
C -2.777 2.542 -1.368
P 4.201 -2.727 7.135
H -0.554 -0.641 -2.957
C 0.128 5.020 -4.195
H -0.939 -2.047 3.730
C 4.718 1.972 -0.864
H -1.843 2.198 -1.988
C -6.926 -11.350 3.985
O -1.222 -1.657 0.652
H -0.642 -4.253 1.343
H 3.018 -4.320 2.980
P 6.398 3.920 3.385
C -1.022 2.983 -10.304
S 1.526 -4.938 -1.427
F 3.219 -2.332 0.382
H 3.023 7.555 -4.491
H -3.771 -6.973 2.793
C -2.434 3.670 -0.217
H 8.928 1.832 3.097
H -4.761 -12.987 0.608
C -1.802 4.915 -7.777
H -5.990 -10.797 4.072
H 3.370 6.935 -1.762
H -9.503 -8.110 2.741
O -6.022 -9.170 2.198
H -2.838 4.568 -7.869
C 1.159 -3.136 2.423
H -5.479 -2.479 1.994
C -1.090 -0.263 -8.838
F 4.677 -3.984 1.222
H 3.477 0.840 2.633
H 1.990 -2.479 9.888
C -1.561 -0.778 -0.484
H -3.864 0.556 -1.762
O 3.606 -3.629 6.047
H 7.049 -3.034 4.896
H -3.516 3.073 -2.140
H 1.788 -5.266 1.916
O 5.794 5.400 4.046
O 7.917 4.384 3.827
O -3.589 -0.709 0.907
O -7.470 -11.301 2.680
O -8.294 -9.341 1.649
C -5.508 -12.631 1.325
O -1.926 0.605 -8.092
H -1.345 3.926 -10.756
H 7.878 1.936 4.546
O -3.777 7.551 -6.210
H -4.584 1.520 -0.292
C -4.364 8.462 -7.115
H -5.297 -13.089 2.296
H -0.747 4.493 -4.779
H 7.667 0.615 3.371
O -5.401 -11.227 1.436
H -0.381 3.804 -2.170
F 0.862 -6.068 -0.325
C 4.670 1.031 0.490
H 8.557 4.509 1.838
H 5.527 1.689 -1.677
H -6.502 -12.936 0.977
H -4.061 9.495 -6.904
H -1.485 5.387 -8.711
P -4.432 -2.160 2.959
O 6.080 4.379 1.956
O 0.055 1.823 -7.802
C 1.488 5.261 -1.623
H 0.951 6.369 -6.029
N 1.662 4.906 -0.164
C -3.618 -5.897 2.343
C 2.556 3.706 0.052
C -1.519 -2.839 3.054
P -6.847 -10.284 1.542
F 4.177 -4.303 -1.560
O -1.944 2.644 -9.286
O -4.836 -0.722 3.555
H -4.047 7.962 -1.950
H 5.686 7.438 3.963
F 0.811 -3.581 -0.687
F 0.102 -5.104 -2.370
H -1.752 5.664 -6.980
C -5.773 8.361 -4.161
C -3.565 1.216 -0.814
H -2.148 -3.499 3.800
C 2.496 6.383 -2.345
H 1.324 -2.819 3.559
H -2.242 0.868 1.081
H -2.279 -0.707 2.607
H -4.159 -2.995 0.135
O -4.550 9.011 -4.447
S -0.128 6.240 1.442
O 0.117 -0.018 -2.537
C -2.691 0.250 0.182
H -0.291 -4.759 3.125
O -3.308 6.722 -4.138
C 1.129 6.109 -4.901
H -2.373 -3.587 -0.044
F 2.154 -3.928 -2.701
O -0.922 3.856 -7.464
P -1.424 2.230 -7.778
H 1.080 -2.178 1.760
H -1.989 -1.527 -1.275
C 0.351 4.811 0.584
F 3.666 -6.137 -0.121
O -2.566 8.734 -3.193
C -8.449 -8.400 2.696
O 5.582 -2.374 6.153
F 2.184 -6.287 -2.325
C -3.617 -4.651 1.655
C 0.339 4.612 -2.616
S -0.805 3.340 0.650
O 0.887 0.383 -0.140
H -0.267 -0.620 -8.214
C 2.920 -2.921 9.516
O 2.821 -3.079 8.116
H -4.291 -3.147 4.000
P -2.565 -1.860 1.792
H -6.742 -12.399 4.238
H 4.220 -5.391 7.685
H 5.090 6.602 2.522
H -7.659 -10.955 4.690
H -2.376 4.732 -0.716
H 5.022 -5.283 9.267
H 6.101 -4.327 5.651
C 8.878 4.742 2.853
C 3.152 -4.793 -0.563
C 3.254 -3.804 0.728
C 5.090 -4.998 8.211
C 7.916 1.676 3.482
H 9.091 5.809 2.940
H -2.696 8.788 -1.156
H -5.453 8.377 -7.064
C 3.687 3.268 -1.099
C 6.045 -3.328 5.214
H -4.046 8.205 -8.131
H -1.683 -1.129 -9.144
H 1.783 2.998 2.269
H -6.063 8.588 -3.134
*
```

Atom charges from the Mulliken analysis, given in e for atoms 1 to 99: number 1, O, carries -0.18; number 2, C, carries -0.69; number 3, C, carries -0.32; number 4, H, carries 0.24; number 5, H, carries 0.28; number 6, C, carries -0.50; number 7, B, carries 0.65; number 8, H, carries 0.37; number 9, H, carries 0.35; number 10, H, carries 0.29; number 11, H, carries 0.25; number 12, H, carries 0.31; number 13, H, carries 0.21; number 14, H, carries 0.08; number 15, C, carries -0.24; number 16, H, carries 0.27; number 17, O, carries -0.34; number 18, H, carries 0.03; number 19, H, carries 0.30; number 20, H, carries 0.29; number 21, H, carries 0.09; number 22, H, carries 0.43; number 23, H, carries 0.19; number 24, P, carries 1.02; number 25, C, carries -0.39; number 26, C, carries -0.21; number 27, H, carries 0.20; number 28, C, carries -0.54; number 29, H, carries 0.22; number 30, C, carries -0.38; number 31, C, carries 0.08; number 32, P, carries 1.00; number 33, H, carries 0.24; number 34, C, carries -0.08; number 35, H, carries 0.38; number 36, C, carries -0.68; number 37, H, carries 0.02; number 38, C, carries -0.74; number 39, O, carries 0.10; number 40, H, carries -0.13; number 41, H, carries 0.09; number 42, P, carries 1.09; number 43, C, carries -0.77; number 44, S, carries 1.11; number 45, F, carries -0.23; number 46, H, carries 0.27; number 47, H, carries 0.28; number 48, C, carries -0.18; number 49, H, carries 0.24; number 50, H, carries 0.26; number 51, C, carries -0.64; number 52, H, carries 0.35; number 53, H, carries 0.29; number 54, H, carries 0.24; number 55, O, carries -0.52; number 56, H, carries 0.41; number 57, C, carries 0.79; number 58, H, carries 0.00; number 59, C, carries -0.45; number 60, F, carries -0.37; number 61, H, carries 0.29; number 62, H, carries 0.26; number 63, C, carries 0.08; number 64, H, carries 0.24; number 65, O, carries -0.54; number 66, H, carries 0.25; number 67, H, carries 0.19; number 68, H, carries 0.29; number 69, O, carries -0.47; number 70, O, carries -0.37; number 71, O, carries -0.53; number 72, O, carries -0.34; number 73, O, carries -0.42; number 74, C, carries -0.62; number 75, O, carries -0.49; number 76, H, carries 0.29; number 77, H, carries 0.32; number 78, O, carries -0.19; number 79, H, carries 0.27; number 80, C, carries -0.73; number 81, H, carries 0.22; number 82, H, carries 0.13; number 83, H, carries 0.27; number 84, O, carries -0.30; number 85, H, carries -0.12; number 86, F, carries -0.32; number 87, C, carries -0.24; number 88, H, carries 0.34; number 89, H, carries 0.25; number 90, H, carries 0.30; number 91, H, carries 0.33; number 92, H, carries 0.26; number 93, P, carries 0.41; number 94, O, carries -0.55; number 95, O, carries -0.60; number 96, C, carries -0.23; number 97, H, carries 0.26; number 98, N, carries 0.33; number 99, C, carries -0.86

=====

Please write out number 1 again, unchanged.
2 unconnected molecules or ions with the total composition C3H6ClNO, computed with wB97M-V/def2-TZVPD.

Summary:
HOMO level: -9.6 eV
Relative energy (zero: lowest compared OMol25 entry of this formula, charge and spin): 22.9 kcal per mole
SMILES: C1=NCCO1.Cl
E_LUMO: 0.77 eV
Strongest force on any atom: 0.710 eV Å⁻¹
Kohn-Sham gap: 10.32 eV
E_tot: -19267.77445 eV

The geometry in ORCA input format:
```
! RIJCOSX wB97M-V def2-TZVPD def2/J DEFGRID3
* xyz 0 1
H -0.904 2.439 -0.779
H -2.727 -1.074 -0.498
H -0.052 -0.459 1.575
C -0.345 1.570 -0.478
H 0.402 -1.292 -0.628
Cl -3.317 -0.065 0.028
O -0.079 1.458 0.834
C 0.595 0.209 0.993
H 1.839 -0.267 -0.778
C 0.795 -0.288 -0.461
N 0.061 0.675 -1.262
H 1.528 0.378 1.533
*
```

For reference, the natural (NBO) charges in units of e are: number 1, H, carries 0.19; number 2, H, carries 0.27; number 3, H, carries 0.18; number 4, C, carries 0.39; number 5, H, carries 0.20; number 6, Cl, carries -0.27; number 7, O, carries -0.49; number 8, C, carries -0.10; number 9, H, carries 0.20; number 10, C, carries -0.28; number 11, N, carries -0.48; number 12, H, carries 0.19